Record 1
{"formula": "C26H32CuNO6", "method": "the ωB97M-V functional and the def2-TZVPD basis", "largest_force_ev_per_a": 2.8, "homo_ha": [-0.142, -0.147], "charge": -1, "multiplicity": 2, "e_lumo_ha": [0.0566, 0.0566], "orbital_gap_ev": [5.42, 5.53], "total_energy_ev": -85891.0475, "symbols": ["C", "C", "C", "C", "H", "C", "O", "C", "O", "C", "C", "H", "C", "C", "O", "H", "H", "H", "C", "C", "O", "C", "H", "C", "C", "N", "H", "H", "H", "H", "H", "H", "H", "O", "H", "C", "C", "H", "H", "C", "H", "H", "C", "H", "H", "H", "C", "Cu", "H", "C", "H", "H", "H", "C", "H", "C", "H", "O", "C", "H", "H", "H", "C", "H", "H", "C"], "coordinates": [[-6.00, 3.32, 1.07], [0.17, -1.41, -2.16], [2.13, 1.28, -0.35], [1.49, 0.72, 3.26], [0.93, 3.95, 1.31], [0.52, 2.90, -0.64], [0.35, -2.19, -3.36], [-5.63, 2.04, 0.61], [-7.62, 4.91, 1.47], [3.79, -1.88, -1.21], [0.14, 0.61, 3.63], [0.56, -2.09, 1.68], [2.35, -3.16, -0.50], [3.29, -3.25, -1.68], [-8.24, 2.98, 0.61], [2.87, 2.12, 1.61], [4.25, 0.06, -2.07], [-1.45, -2.92, -4.08], [4.93, -1.93, -0.21], [-0.84, -2.10, -1.22], [2.55, -1.65, -0.41], [-0.66, -3.23, -3.37], [-0.23, 3.55, -1.10], [-0.43, -0.50, 2.96], [0.60, -1.13, 2.18], [-7.36, 3.76, 1.05], [-0.15, -0.40, -2.46], [0.86, 1.34, -2.21], [1.17, -1.31, -1.70], [2.74, -3.63, 0.39], [5.01, -0.97, 0.31], [2.17, 1.50, 3.60], [-0.35, 1.22, 4.40], [-1.40, 1.04, 0.77], [5.01, -1.33, -2.82], [-5.02, 4.16, 1.63], [-1.85, 2.02, 1.47], [4.01, -4.06, -1.68], [-6.40, 1.42, 0.16], [-3.70, 3.72, 1.71], [-0.36, -2.28, -0.26], [-2.96, 4.40, 2.13], [1.14, 3.14, 0.61], [5.89, -2.14, -0.71], [-0.18, -4.14, -3.74], [1.32, -3.46, -0.70], [-4.31, 1.58, 0.78], [0.69, 0.48, 0.87], [-1.66, -1.42, -1.06], [2.14, 2.14, 0.80], [2.78, -3.13, -2.64], [2.80, -0.65, 2.01], [3.30, -1.02, -3.12], [1.82, -0.36, 2.37], [-4.06, 0.57, 0.46], [4.09, -0.97, -2.37], [4.74, -2.71, 0.54], [-1.22, 2.72, 2.31], [-1.25, -3.38, -1.96], [2.85, 0.49, -0.56], [-1.45, -0.87, 3.08], [-5.31, 5.16, 1.96], [1.08, 1.73, -1.22], [-0.81, -4.26, -1.49], [-2.33, -3.49, -2.03], [-3.31, 2.42, 1.31]]}


Record 2
{"formula": "C26H32IrO2PS2", "method": "the ωB97M-V functional and the def2-TZVPD basis", "largest_force_ev_per_a": 1.6, "homo_ha": [-0.415, -0.410], "charge": 1, "multiplicity": 2, "e_lumo_ha": [-0.1231, -0.1319], "orbital_gap_ev": [7.93, 7.58], "total_energy_ev": -65368.1711, "e_above_lowest_kj_mol": 65.2, "symbols": ["C", "H", "C", "H", "C", "C", "H", "S", "H", "H", "H", "H", "C", "H", "C", "C", "S", "H", "P", "H", "C", "H", "C", "H", "C", "C", "C", "Ir", "H", "C", "H", "H", "H", "C", "H", "C", "H", "H", "H", "C", "C", "C", "H", "C", "C", "H", "H", "C", "H", "H", "C", "C", "H", "H", "C", "H", "O", "H", "H", "C", "C", "H", "H", "O"], "coordinates": [[-2.51, 0.05, 0.69], [-1.60, -3.18, -4.61], [4.83, -3.59, 0.65], [-3.68, -3.04, 1.09], [-4.72, -0.78, -0.03], [-1.92, -2.77, -3.66], [-2.25, -0.22, 3.71], [0.55, -0.27, -1.04], [-1.89, 4.47, -0.44], [4.27, -0.52, 1.96], [2.30, -2.47, -1.32], [5.72, -2.49, 2.26], [3.05, -2.48, -0.54], [-4.85, -0.01, -0.80], [3.87, -3.58, -0.36], [-3.09, -2.15, 1.31], [1.55, 0.89, 1.78], [-3.07, 3.14, -0.29], [2.24, 0.12, 0.04], [-5.27, -1.67, -0.35], [-2.51, -3.58, -2.70], [-2.05, -2.44, 1.46], [-1.72, 3.43, 1.99], [4.85, -0.15, -1.26], [-2.11, 0.85, 3.89], [-0.91, 2.73, 3.03], [4.48, 0.85, -1.43], [-0.68, 0.55, 0.81], [-1.73, 1.00, 4.90], [-2.18, -0.89, -2.18], [-5.16, -0.41, 0.90], [-1.14, 3.09, 4.03], [-3.17, 0.64, 1.35], [4.16, -1.38, 1.31], [-1.54, 4.50, 2.02], [3.27, 1.26, -0.87], [-3.41, -3.70, -0.78], [-1.35, -0.76, -4.15], [1.85, 2.86, -0.66], [4.97, -2.49, 1.48], [5.20, 1.74, -2.22], [-2.01, 3.39, -0.37], [-2.65, -4.64, -2.90], [3.21, -1.37, 0.30], [-3.23, -1.13, 0.15], [-3.06, 1.37, 3.78], [-2.11, 0.18, -2.02], [-2.73, -1.70, -1.19], [-2.80, 3.25, 2.13], [6.14, 1.42, -2.67], [-1.78, -1.41, -3.40], [-2.92, -3.05, -1.49], [5.46, -4.45, 0.78], [-1.59, 2.92, -1.26], [3.52, 3.43, -1.89], [3.14, 4.43, -2.07], [-1.14, 1.31, 2.94], [3.76, -4.44, -1.01], [-3.48, -1.73, 2.24], [2.79, 2.55, -1.10], [4.72, 3.02, -2.45], [0.15, 2.90, 2.83], [5.29, 3.71, -3.06], [-1.29, 2.89, 0.75]]}


Record 3
{"formula": "C26H32LaNO6", "method": "the ωB97M-V functional and the def2-TZVPD basis", "largest_force_ev_per_a": 3.6, "homo_ha": -0.292, "e_lumo_ha": -0.0394, "orbital_gap_ev": 6.88, "total_energy_ev": -42112.6646, "e_above_lowest_kj_mol": 114.5, "symbols": ["H", "C", "C", "H", "C", "C", "C", "La", "H", "C", "C", "H", "H", "C", "C", "O", "C", "C", "N", "H", "C", "C", "H", "H", "C", "C", "H", "O", "H", "H", "H", "O", "H", "H", "C", "H", "H", "H", "H", "O", "H", "C", "C", "C", "H", "H", "H", "H", "O", "H", "H", "H", "H", "H", "O", "H", "C", "H", "H", "C", "C", "C", "H", "C", "C", "C"], "coordinates": [[2.00, -3.19, -5.03], [-1.63, 2.24, -0.99], [1.55, -1.13, 1.52], [-2.60, 3.45, 0.64], [0.51, -0.39, 3.43], [-3.24, 3.27, 4.26], [-0.15, -1.58, 3.01], [-0.71, 0.53, 0.99], [2.04, -3.93, -2.97], [-2.97, 0.37, -0.66], [-3.71, 4.07, 5.30], [-0.99, -2.06, 3.53], [0.59, -0.01, -1.87], [-1.42, 2.02, 3.16], [1.11, -0.76, -2.51], [-2.51, 5.38, 8.41], [0.11, -1.64, -3.28], [3.95, -0.75, -4.33], [-3.32, 5.14, 7.49], [3.17, -2.45, -6.94], [-0.73, -2.83, -1.27], [4.43, -1.12, -5.75], [3.53, 0.26, -4.29], [-3.47, -0.58, -0.81], [0.53, -2.07, 1.86], [3.03, -2.85, -4.80], [5.53, -1.17, -5.78], [1.59, -1.93, -1.72], [-0.92, -1.31, -3.28], [1.90, -0.31, -3.08], [-1.57, 0.51, -2.42], [-0.40, 2.36, 2.44], [-0.91, 2.94, -1.41], [-1.29, -1.91, -1.09], [-1.89, 2.88, 4.26], [1.07, -4.72, -1.77], [0.37, 0.09, 4.40], [0.41, -3.07, 1.43], [4.80, -0.78, -3.63], [-4.52, 5.48, 7.55], [-3.89, 2.96, 3.45], [-2.49, 2.50, 0.12], [1.56, -0.11, 2.51], [-2.83, 4.44, 6.34], [-4.75, 4.42, 5.32], [2.28, 0.71, 2.61], [-4.18, 1.29, 0.99], [-1.46, -3.50, -1.76], [-2.04, 0.92, 2.89], [2.25, -1.24, 0.68], [4.12, -0.37, -6.50], [0.05, 3.02, 5.19], [4.58, -3.25, -6.23], [3.55, -3.69, -4.29], [2.92, -1.68, -3.93], [-0.46, -3.26, -0.30], [-1.01, 3.29, 5.26], [0.38, -4.45, -3.45], [0.46, -1.91, -4.27], [3.82, -2.50, -6.06], [1.00, -4.05, -2.64], [0.46, -2.71, -2.20], [-0.83, 4.38, 7.14], [-1.48, 4.05, 6.31], [-3.32, 1.35, 0.32], [-1.94, 0.94, -1.49]]}